(1)
21
Properties=species:S:1:pos:R:3:forces:R:3 method="wB97M-V/def2-TZVPD" lumo_ev=-0.972 homo_ev=-8.404 gap_ev=7.43 de_lowest_kcal_mol=4.6
C 0.141401 -0.242813 -2.440823 -1.05 -0.51 0.97
O 0.465111 0.693578 -1.362096 -1.62 -0.37 0.40
C -0.339086 0.588707 -0.101810 -0.26 -1.05 -2.30
N -1.694829 0.928833 -0.357078 -1.34 0.22 -0.86
N 0.226770 1.648650 0.681775 0.11 -1.09 0.23
C 1.035053 1.443914 1.692377 1.03 -1.70 0.94
C 1.416633 0.162025 2.072089 0.22 0.91 -0.40
Br 2.548494 0.051420 3.632434 -0.47 -0.26 -0.73
C 0.859318 -0.974630 1.399659 -1.26 1.09 2.24
C -0.140889 -0.801204 0.490370 1.84 2.05 0.15
N -0.739670 -1.906071 -0.111787 0.23 -1.98 0.83
O -0.254469 -3.025115 0.110145 -0.39 0.87 -0.26
O -1.721395 -1.732892 -0.804257 -0.87 -0.25 -0.48
H 0.233406 -1.271619 -2.045333 0.74 0.46 -0.61
H 0.933411 0.062783 -3.108169 -0.26 -0.60 -0.79
H -0.946331 -0.327641 -2.894573 1.99 1.24 0.89
H -1.663674 1.559633 -1.170950 -0.49 -0.45 0.48
H -2.387479 0.150776 -0.511673 1.62 1.12 0.15
H -0.161924 2.550198 0.597206 -0.66 0.82 -0.45
H 1.340278 2.315143 2.238960 0.17 0.18 0.22
H 0.849873 -1.873677 1.993534 0.71 -0.69 -0.60

=====

(2)
56
Properties=species:S:1:pos:R:3:forces:R:3 method="wB97M-V/def2-TZVPD" s_squared=2.031 lumo_ev="-0.135 / -1.005" homo_ev="-5.879 / -6.228" multiplicity=3 gap_ev="5.74 / 5.22"
C -0.625677 -3.329425 1.722810 0.97 -0.10 -0.20
C 0.373510 -2.981947 0.778192 0.01 -0.29 0.82
C 1.495267 -2.389780 1.485939 -0.13 -2.09 0.70
H 0.318967 -3.147701 -0.298578 -0.08 0.17 0.33
C 1.166236 -2.477073 2.912193 0.31 -1.63 -1.42
C -0.123226 -3.074530 3.028442 0.67 0.53 -0.26
H -0.587867 -3.336282 3.981332 -0.07 0.21 -0.42
H -1.590586 -3.793379 1.513844 0.32 0.20 -0.06
H 2.511132 -2.214462 1.100489 -0.66 -0.33 0.13
H 1.912893 -2.350819 3.695846 -0.36 0.09 -0.23
Ni 0.828337 -0.552890 1.974822 1.79 0.45 1.61
C 0.334687 -0.041342 0.370580 -0.67 0.43 -4.77
H 0.946334 -0.048727 -0.534234 -0.43 0.35 -0.53
H -0.325561 -0.894246 0.175439 0.10 -0.43 0.39
H -0.360538 0.791605 0.332206 0.46 0.64 0.12
Si -1.373595 -0.790352 -2.527010 0.45 1.12 -1.33
C -1.672770 1.041109 -2.981232 -0.34 0.74 0.79
C -2.880694 1.361528 -3.641712 0.44 -0.11 -0.18
H -3.647023 0.602132 -3.727254 0.01 -0.10 -0.10
C -3.099840 2.600882 -4.234095 0.17 0.42 0.15
H -4.010005 2.847563 -4.769479 -0.07 -0.35 0.06
C -2.146075 3.605854 -4.115297 0.35 -0.13 0.33
H -2.313451 4.593184 -4.557213 0.09 -0.41 0.12
C -0.997230 3.359724 -3.355295 -0.10 -0.10 0.31
H -0.298415 4.185263 -3.192668 -0.10 -0.37 -0.03
C -0.771323 2.107271 -2.752034 -0.28 0.48 -0.51
H 0.110214 2.022104 -2.104669 -0.28 -0.34 -0.41
C 0.267634 -1.107052 -3.423797 0.59 -0.84 -0.11
C 0.286656 -0.960036 -4.834916 0.60 -0.34 0.22
H -0.578301 -0.531955 -5.367979 0.48 -0.30 0.31
C 1.409641 -1.408045 -5.560781 -0.06 0.19 0.21
H 1.395296 -1.376937 -6.656779 -0.01 0.06 0.46
C 2.560015 -1.884739 -4.902840 -0.52 0.33 0.25
H 3.435063 -2.207477 -5.465737 -0.24 0.15 0.04
C 2.570761 -1.953297 -3.505661 -0.27 -0.24 -0.67
H 3.458016 -2.297935 -2.979523 -0.19 -0.03 -0.08
C 1.402934 -1.665618 -2.804050 -0.11 0.38 -0.04
H 1.391037 -1.893176 -1.741200 -0.06 0.24 -0.06
H 1.893598 -0.101552 0.863991 -1.67 -0.10 1.18
H -2.302438 -1.337800 -3.538422 -0.52 -0.53 0.30
N -0.559782 0.813436 5.974947 -0.12 0.02 0.10
C -0.291603 -0.353690 6.684511 0.53 0.17 -1.30
C 0.311688 -1.196369 5.777856 -0.44 0.67 0.03
N 0.411258 -0.595038 4.558829 -0.78 2.29 0.38
C -0.127815 0.621374 4.681624 0.38 -1.42 1.08
C -0.090905 1.610227 3.619777 1.18 0.32 -1.59
N 0.498159 1.378791 2.427061 -0.97 1.43 2.51
C 0.567884 2.614870 1.779555 -0.30 -0.85 1.10
C 0.038959 3.576974 2.589214 -0.06 -0.45 -0.05
N -0.384368 2.924370 3.731159 -0.60 0.27 1.18
H -0.996729 1.647736 6.365037 0.24 -0.57 -0.21
H -0.449495 -0.472058 7.730110 -0.30 0.12 0.39
H 0.661332 -2.203200 5.911348 0.05 -0.09 0.14
H 0.986056 2.712827 0.797857 0.08 -0.02 -0.13
H -0.073523 4.633518 2.451903 -0.08 0.12 0.01
H -0.864731 3.316586 4.555543 0.58 -0.05 -1.07

=====

(3)
72
Properties=species:S:1:pos:R:3:forces:R:3 method="wB97M-V/def2-TZVPD" lumo_ev=0.521 homo_ev=-8.538 gap_ev=9.06
C 2.274023 1.386754 1.514533 0.01 0.07 -0.15
O 1.571435 0.175452 1.745596 -0.09 -0.13 0.06
C 0.762191 -0.255143 0.660360 0.18 0.02 0.07
C -0.600197 0.421513 0.631993 -0.04 0.19 -0.02
C -1.345943 0.223691 -0.692985 0.27 -0.13 0.16
C -0.678784 0.923139 -1.883269 -0.10 0.06 -0.01
C -1.652113 1.405209 -2.966393 -0.01 -0.11 -0.08
C -2.850994 2.256379 -2.499862 0.20 0.11 -0.23
C -2.519726 3.360742 -1.485540 0.03 0.04 -0.09
P -3.828466 3.896267 -0.256518 -0.06 0.25 -0.03
C -5.203163 2.654766 -0.270375 0.01 -0.14 0.08
C -5.032558 1.268512 0.397747 -0.08 0.01 -0.03
C -5.278858 0.068769 -0.522253 0.14 0.13 0.04
C -5.377277 -1.231110 0.267080 -0.14 0.25 0.10
N -5.959679 -2.345615 -0.516131 0.39 -0.14 -0.17
C -5.496973 -2.412064 -1.860605 -0.45 0.28 -0.36
C -4.334654 -3.339370 -2.114306 0.12 -0.04 -0.14
O -6.005623 -1.751025 -2.738314 0.40 -0.20 0.46
H 3.327507 1.178338 1.300579 -0.04 0.11 0.05
H 1.865480 1.941834 0.660645 -0.02 -0.06 0.10
H 2.189390 2.018047 2.401395 0.08 -0.07 -0.04
H 1.297144 -0.081626 -0.283713 -0.05 -0.08 0.03
H 0.645501 -1.334549 0.799169 -0.05 0.09 -0.17
H -1.203673 0.055314 1.469514 0.07 0.01 -0.05
H -0.464646 1.499185 0.796187 0.01 -0.09 -0.01
H -2.357258 0.602130 -0.558433 -0.13 -0.03 -0.04
H -1.415131 -0.851507 -0.902029 -0.19 0.07 0.00
H 0.034370 0.240584 -2.353964 0.04 0.10 0.01
H -0.089232 1.772666 -1.520981 -0.02 -0.02 0.01
H -2.056676 0.530331 -3.492029 0.02 0.09 0.03
H -1.077369 1.958774 -3.716839 -0.03 0.00 0.08
H -3.258971 2.733292 -3.397400 -0.12 -0.11 0.10
H -3.638771 1.603313 -2.139598 -0.02 -0.08 0.17
H -2.300475 4.277766 -2.040156 0.11 -0.08 0.06
H -1.611154 3.129308 -0.927120 -0.09 -0.06 0.05
H -3.200489 3.457083 0.930378 0.04 -0.11 0.03
H -5.537087 2.568447 -1.308609 -0.02 -0.07 0.03
H -6.007783 3.187179 0.246697 0.03 -0.01 -0.13
H -5.752817 1.198165 1.220734 0.09 0.05 -0.02
H -4.042737 1.201903 0.859811 -0.01 -0.08 -0.02
H -6.180192 0.223166 -1.120374 -0.02 -0.05 0.13
H -4.453623 -0.029609 -1.232475 -0.08 0.06 -0.10
H -5.998654 -1.072642 1.153635 -0.04 -0.09 -0.11
H -4.372454 -1.494904 0.631246 -0.06 0.01 -0.03
H -5.700612 -3.216021 -0.065100 -0.02 0.05 0.14
H -3.524579 -3.118530 -1.411890 -0.07 -0.01 -0.02
H -4.627786 -4.380607 -1.958730 -0.01 0.03 -0.01
H -3.974816 -3.206263 -3.134481 -0.08 -0.10 0.08
C 2.885953 -3.515765 1.631903 -0.07 0.01 -0.14
C 3.900749 -3.048399 2.660773 -0.14 0.06 0.04
C 3.247105 -2.744677 3.999663 0.03 0.04 0.03
O 4.601550 -1.903827 2.174244 0.01 -0.04 0.00
H 2.152316 -2.723510 1.460616 0.00 -0.02 0.04
H 3.369317 -3.732746 0.678932 0.04 -0.01 0.02
H 2.347216 -4.406489 1.958963 0.04 -0.01 0.05
H 4.666377 -3.814490 2.795361 0.05 0.02 -0.02
H 2.507637 -1.947532 3.882051 -0.02 -0.02 -0.02
H 3.992653 -2.410611 4.721091 0.01 -0.01 0.00
H 2.741594 -3.623873 4.402178 0.00 -0.01 -0.01
H 3.949198 -1.202869 2.049328 -0.05 0.03 0.00
C 7.756770 1.619933 -0.976893 -0.06 0.08 -0.03
C 6.870934 1.397980 0.238539 0.12 -0.14 -0.02
C 7.039417 0.003478 0.820773 -0.08 0.08 0.05
O 5.501113 1.650365 -0.082983 -0.04 0.04 0.03
H 7.496676 0.910147 -1.767370 0.02 -0.03 0.01
H 7.623032 2.627267 -1.371202 0.00 0.00 0.01
H 8.809317 1.479209 -0.728578 0.00 -0.01 0.01
H 7.112709 2.140391 1.000959 -0.02 0.03 0.01
H 6.757503 -0.752877 0.083096 0.02 -0.01 0.00
H 6.403015 -0.133680 1.694373 0.02 -0.02 -0.03
H 8.073987 -0.178959 1.114206 0.02 0.01 -0.02
H 5.238816 1.014101 -0.756845 -0.01 -0.03 -0.03